# 1
Entry from the Open Molecules 2025 dataset: a 21-piece molecular cluster, C18H74N2O21 overall in a non-equilibrium geometry (ωB97M-V/def2-TZVPD).

Calculated values
Highest occupied orbital energy: 0.01237 Ha
ΔE to the lowest compared entry with this formula, charge and spin: 0.0 kJ/mol
Net charge: -2
E: -65843.995 eV

```
115
C18H74N2O21 | the Open Molecules 2025 dataset | ωB97M-V/def2-TZVPD
C 0.540 -0.801 -0.110
C -0.404 0.382 -0.359
C -0.163 1.409 0.774
C 1.032 2.273 0.565
C 1.112 2.932 -0.801
C 0.901 1.898 -1.934
N -0.277 1.036 -1.682
O -0.630 0.191 -2.744
C 2.233 1.164 -2.151
C 0.565 2.752 -3.163
C -1.804 -0.124 -0.108
H 0.337 -1.713 -0.676
H 0.438 -1.170 0.914
H 1.616 -0.656 -0.245
H 0.030 0.922 1.736
H -1.074 1.969 0.995
H 1.967 1.712 0.691
H 1.104 2.963 1.412
H 2.105 3.390 -0.870
H 0.406 3.750 -0.968
H 2.107 0.269 -2.751
H 2.674 0.885 -1.193
H 2.912 1.895 -2.599
H 0.598 2.228 -4.116
H 1.162 3.671 -3.178
H -0.446 3.169 -3.091
H -1.941 -0.520 0.900
H -2.098 -0.858 -0.855
H -2.505 0.712 -0.132
C 1.004 -5.195 1.388
C 0.591 -4.286 2.570
C -0.685 -3.510 2.184
C -1.895 -4.424 2.122
C -2.158 -5.015 3.517
C -0.903 -5.749 4.060
N 0.283 -4.902 3.862
O 1.422 -5.336 4.550
C -0.713 -7.068 3.262
C -1.060 -6.086 5.531
C 1.673 -3.209 2.681
H 0.408 -6.097 1.240
H 1.988 -5.643 1.565
H 1.031 -4.666 0.431
H -0.671 -3.021 1.203
H -0.862 -2.743 2.942
H -1.730 -5.202 1.376
H -2.773 -3.833 1.839
H -2.974 -5.729 3.333
H -2.534 -4.276 4.225
H 0.299 -7.433 3.121
H -1.182 -6.938 2.281
H -1.349 -7.867 3.676
H -1.944 -6.735 5.615
H -1.165 -5.204 6.158
H -0.264 -6.775 5.812
H 1.916 -2.874 1.664
H 2.638 -3.656 2.943
H 1.439 -2.397 3.363
O 0.472 2.463 -6.741
H -0.353 2.122 -6.358
H 1.160 1.914 -6.350
O -1.346 4.542 -5.386
H -1.724 3.647 -5.405
H -0.411 4.411 -5.592
O -2.485 3.342 3.694
H -3.118 3.046 3.004
H -1.943 4.019 3.251
O 2.631 2.444 3.673
H 3.093 2.849 2.904
H 2.895 1.518 3.654
O 4.731 -2.894 0.012
H 4.569 -3.660 -0.547
H 3.891 -2.422 0.006
O 3.228 -1.979 -2.310
H 2.290 -1.847 -2.517
H 3.697 -1.377 -2.896
O -3.877 -1.001 -2.905
H -3.607 -0.107 -2.603
H -3.826 -1.556 -2.123
O -3.688 2.491 1.257
H -3.565 1.665 0.772
H -3.070 3.117 0.836
O 4.360 3.130 1.704
H 4.314 2.243 1.289
H 5.220 3.479 1.457
O -1.820 -2.057 -5.153
H -1.024 -1.966 -4.599
H -2.394 -1.347 -4.846
O -3.061 1.666 -2.677
H -2.102 1.512 -2.460
H -3.308 2.410 -2.120
O -0.138 -2.706 -2.927
H -0.617 -3.348 -2.391
H -0.369 -1.828 -2.549
O -0.616 4.799 2.144
H -1.242 5.227 1.544
H 0.241 5.158 1.896
O 0.440 6.667 -0.177
H 0.316 6.922 -1.103
H 1.179 6.046 -0.198
O 0.144 2.874 4.886
H 0.950 2.899 4.335
H -0.579 3.107 4.282
O -2.228 1.791 -5.441
H -2.494 1.179 -6.137
H -2.410 1.314 -4.607
O -0.571 6.518 -3.003
H -0.959 5.829 -3.568
H -1.211 7.237 -3.026
O -2.312 4.448 -0.278
H -2.994 4.751 -0.889
H -1.475 4.671 -0.711
O 4.786 0.492 0.686
H 4.288 -0.027 0.040
H 5.710 0.300 0.491
```

# 2
Entry from the Open Molecules 2025 dataset: C20H28N4O2PdSSe2 as an isolated structure in a non-equilibrium geometry (ωB97M-V/def2-TZVPD).

Calculated values
Highest occupied orbital energy (alpha / beta): -0.47796 / -0.50614 Ha
Net charge: +2
E: -176238.337 eV
Spin multiplicity: 5

```
58
C20H28N4O2PdSSe2 | the Open Molecules 2025 dataset | ωB97M-V/def2-TZVPD
Pd -0.030 -0.515 -0.185
C -3.601 1.059 -2.109
C -2.238 0.988 -1.518
O -1.960 -0.030 -0.803
C -1.423 2.103 -1.776
C -0.184 2.342 -1.195
C 0.335 3.753 -1.103
N 0.601 1.329 -0.734
N 1.881 1.557 -0.653
C 2.572 0.432 -0.283
O 2.008 -0.574 0.262
C 4.025 0.473 -0.239
C 4.794 -0.601 0.262
C 6.137 -0.475 0.375
C 6.744 0.743 0.152
C 5.973 1.836 -0.317
C 4.653 1.719 -0.538
H -4.216 0.222 -1.791
H -3.597 1.091 -3.224
H -3.997 2.036 -1.751
H -1.919 2.886 -2.352
H 1.314 3.793 -0.610
H -0.419 4.296 -0.474
H 0.279 4.230 -2.139
H 4.210 -1.488 0.585
H 6.705 -1.323 0.622
H 7.809 0.891 0.323
H 6.416 2.826 -0.463
H 4.006 2.566 -0.838
C -3.678 -3.392 -0.594
Se -2.237 -3.070 0.654
C -1.610 -5.067 0.663
C -0.320 -5.014 -0.079
Se -0.157 -3.110 -1.022
C 1.797 -3.420 -1.158
H -3.498 -4.198 -1.300
H -3.772 -2.377 -1.049
H -4.534 -3.589 0.075
H -2.316 -5.787 0.283
H -1.521 -5.260 1.763
H -0.226 -5.671 -0.945
H 0.592 -4.989 0.557
H 2.275 -2.437 -1.432
H 1.957 -4.147 -1.976
H 2.232 -3.716 -0.165
C -3.818 0.874 1.691
N -2.763 1.863 1.929
C -2.935 3.254 2.093
C -1.757 3.742 2.519
N -0.885 2.659 2.709
C -1.507 1.536 2.321
S -0.799 0.012 2.363
H -4.640 1.322 1.116
H -4.250 0.546 2.651
H -3.329 0.084 1.141
H -3.871 3.708 1.851
H -1.401 4.769 2.827
H 0.092 2.710 3.028
```

# 3
Entry from the Open Molecules 2025 dataset: a 3-piece molecular cluster, C2H8O3 overall (ωB97M-V/def2-TZVPD).

Calculated values
Highest occupied orbital energy: -0.38819 Ha
ΔE to the lowest compared entry with this formula, charge and spin: 0.0 kJ/mol
E: -8346.002 eV
SMILES: CC=O.O.O

```
13
C2H8O3 | the Open Molecules 2025 dataset | ωB97M-V/def2-TZVPD
O 0.695 1.230 -0.148
C 0.590 0.817 0.983
C 0.346 -0.607 1.352
H 0.641 1.526 1.829
H 0.963 -0.902 2.204
H -0.704 -0.699 1.644
H 0.533 -1.263 0.509
H 1.035 -0.144 -1.497
H 1.455 -0.931 -2.759
O 1.017 -1.022 -1.909
H -1.427 0.819 -0.630
H -2.804 0.543 -1.209
O -2.338 0.633 -0.369
```